Computed, not measured: a structure of composition C41H48Cl4N4O8PS2V, with the ωB97M-V functional and the def2-TZVPD basis.

XYZ file:
```
109
Properties=species:S:1:pos:R:3:forces:R:3:lowdin_spin:R:1
V -12.5173 1.5466 16.4559 0.61 0.48 1.00 1.34
O -14.7132 -1.6580 18.1638 1.20 0.08 0.06 0.00
S -13.3320 -1.3945 17.8123 -0.80 -0.34 -0.42 0.00
O -12.2423 -1.6972 18.6802 -0.21 0.19 0.83 0.00
O -13.2449 0.0263 17.3188 0.35 0.90 0.25 0.02
C -12.9497 -2.3164 16.3633 0.29 1.82 -0.25 0.00
C -12.7724 -3.6223 16.6589 -1.06 -1.75 -0.02 0.00
C -12.5536 -4.5832 15.6685 0.65 -0.66 0.23 0.00
C -12.4067 -4.1344 14.3858 0.57 0.17 -0.87 0.00
C -12.3776 -2.7564 14.1401 0.14 -0.69 -1.57 0.00
C -12.6761 -1.8042 15.0700 1.04 -0.31 0.16 0.00
S -12.3253 -0.1333 14.4951 -1.01 -1.06 0.24 0.00
O -12.0960 -0.0421 13.1120 0.36 -0.83 -1.40 0.00
O -11.2113 0.5130 15.2620 -0.87 -0.01 0.93 -0.01
O -13.5599 0.5893 14.9026 0.44 1.45 0.31 0.00
H -13.0023 -3.9298 17.6697 0.31 -0.13 0.10 0.00
H -12.3750 -5.6485 15.9057 -0.44 0.78 -0.02 0.00
H -12.1622 -4.7779 13.5267 -0.25 0.13 0.69 0.00
H -12.0757 -2.4768 13.1360 -0.13 0.25 0.10 0.00
N -21.7016 -2.6146 15.9271 0.58 0.87 0.05 0.00
C -20.8561 -1.8688 16.1840 1.00 -0.37 0.52 0.00
C -19.6703 -1.0889 16.6378 0.16 -0.53 -0.20 0.00
C -19.8471 -0.0991 17.6038 0.53 0.33 -0.63 0.00
C -18.8315 0.8033 17.9817 0.18 -1.06 -0.85 0.00
C -17.5395 0.6295 17.4552 -0.31 -0.87 -1.46 0.00
C -17.2900 -0.5259 16.6857 -2.94 -1.01 -0.14 0.00
C -18.3522 -1.3793 16.2262 0.48 1.82 1.49 0.00
N -16.4317 1.5621 17.4322 -0.94 -0.23 0.00 0.00
C -16.0528 2.4396 18.4086 1.08 0.23 -0.55 0.00
C -14.8360 2.9477 18.0339 -0.41 -0.74 0.24 0.00
N -14.4746 2.3537 16.8289 -0.29 0.27 -0.06 -0.01
C -15.5174 1.5978 16.4580 1.20 -0.95 -0.22 0.01
H -20.8530 -0.0144 17.9541 -0.32 0.50 0.50 0.00
H -19.1268 1.5733 18.6457 0.10 0.85 0.46 0.00
H -16.3173 -0.8729 16.4928 1.17 0.01 -0.32 0.00
H -18.1107 -2.2519 15.6614 0.03 -0.31 -0.42 0.00
H -16.6921 2.5654 19.2324 -0.32 0.38 0.96 0.00
H -14.1603 3.5789 18.5875 -0.18 0.02 -0.11 0.00
H -15.4750 0.9292 15.5830 -0.44 0.73 0.78 0.00
Cl -20.2702 4.8109 17.4131 0.83 0.29 0.34 0.00
C -18.7140 5.1991 18.1715 0.56 0.35 -1.92 0.00
C -18.5711 5.0389 19.5257 0.19 -0.38 0.37 0.00
C -17.3179 5.2742 20.0970 -0.08 0.76 -1.12 0.00
C -16.3179 5.7044 19.2221 0.57 -0.05 0.58 0.00
N -16.3905 5.7896 17.8950 -1.73 0.38 -0.59 0.00
C -17.6158 5.6042 17.3435 0.12 -1.20 3.37 0.00
H -19.4431 4.6815 20.0516 0.07 0.07 0.43 0.00
H -17.0869 5.2403 21.1502 -0.28 -0.17 0.10 0.00
H -15.3552 6.0038 19.6363 -0.05 -0.25 0.00 0.00
H -17.7158 5.6221 16.3060 -0.12 0.26 -1.55 0.00
Cl -9.0966 0.0432 18.8071 0.01 -0.09 0.47 0.00
C -10.1433 1.1383 19.7333 -0.73 0.26 -2.06 0.00
Cl -9.2964 2.6392 20.0763 0.48 0.26 0.63 0.00
Cl -10.9937 0.4095 21.0208 0.44 -0.49 1.14 0.00
C -11.2495 1.6545 18.7797 -1.52 0.79 0.29 0.00
O -12.3669 1.9403 19.1784 0.63 -0.21 -0.16 -0.01
O -10.9606 1.8519 17.5142 -0.43 -0.59 -0.99 -0.04
C -11.2984 7.3003 17.0288 -0.37 1.20 0.56 0.00
C -12.2016 6.2864 17.6251 -1.12 -1.40 1.08 0.00
C -11.9208 4.9142 16.9825 0.89 0.81 -0.15 0.00
C -11.4958 5.1254 15.4761 -0.67 -0.13 0.90 -0.03
C -12.2148 6.3897 14.9222 0.99 -1.12 -0.85 -0.01
C -11.6099 7.6120 15.5881 0.69 -0.23 -0.48 0.00
P -11.7178 3.4902 14.6819 0.66 -0.24 -0.20 -0.19
C -9.9979 3.1062 14.1245 0.39 -0.73 0.09 -0.02
C -8.9767 2.8673 15.2440 0.02 -1.39 -0.06 0.00
C -7.5803 2.3921 14.7531 -0.99 -0.54 -0.11 0.00
C -7.1845 2.9653 13.4141 -0.55 0.83 -0.98 0.00
C -7.8808 4.3311 13.2424 -0.41 -0.45 0.17 0.00
C -9.4039 4.1257 13.1375 -0.94 1.47 0.20 -0.01
C -12.8912 3.3366 13.2996 0.17 -0.01 -0.93 -0.02
C -14.2511 3.8790 13.7313 -0.42 -1.03 -0.03 0.00
C -15.3432 3.2852 12.7841 -0.95 0.89 1.36 0.00
C -14.8324 2.9727 11.4056 -0.81 0.44 -0.69 0.00
C -13.7548 3.9374 10.9804 0.10 0.04 -0.33 0.00
C -12.5272 3.9247 11.8642 1.33 -1.33 0.70 -0.01
H -10.2733 6.9751 17.1747 0.24 0.01 0.00 0.00
H -11.4688 8.1814 17.6276 0.52 0.61 0.12 0.00
H -13.3082 6.4719 17.5887 0.93 0.37 -0.39 0.00
H -11.9925 6.2757 18.7081 -0.05 -0.38 -0.29 0.00
H -12.8350 4.3344 16.9961 -0.05 -0.40 0.17 0.00
H -11.0857 4.4193 17.5176 -0.62 -0.04 -0.24 0.00
H -10.3999 5.2426 15.4087 -0.41 0.21 0.09 0.00
H -13.2715 6.3013 15.1702 -0.10 0.07 -0.41 0.00
H -11.9967 6.4183 13.8335 -0.78 0.13 0.47 0.00
H -12.3075 8.4347 15.5230 -0.10 0.31 -0.13 0.00
H -10.6716 7.8831 15.0702 -0.48 0.09 0.09 0.00
H -10.1403 2.2056 13.5490 0.05 -0.73 -0.01 0.00
H -9.2374 2.0747 15.9471 -0.61 0.36 -0.01 0.00
H -8.8763 3.7748 15.7988 0.16 0.70 0.52 0.00
H -7.5446 1.2919 14.7705 -0.14 0.27 -0.29 0.00
H -6.9300 2.6714 15.5445 0.97 0.46 0.56 0.00
H -7.5626 2.3360 12.5901 0.44 -0.04 0.24 0.00
H -6.1158 3.1242 13.3056 0.15 -0.38 -0.01 0.00
H -7.5758 4.8916 12.3421 0.15 -0.24 0.51 0.00
H -7.6604 4.9048 14.1538 0.01 0.27 -0.40 0.00
H -9.7259 3.7985 12.1561 0.35 0.11 -0.39 0.00
H -9.8969 5.1184 13.2848 0.35 -0.47 -0.18 0.00
H -12.9811 2.2252 13.1752 0.13 0.91 0.05 0.00
H -14.2188 4.9619 13.6997 -0.17 0.21 -0.22 0.00
H -14.4818 3.6069 14.7688 0.03 0.10 -0.19 0.00
H -16.1623 4.0516 12.8041 0.47 -0.76 -0.37 0.00
H -15.7826 2.3360 13.1552 0.26 0.63 0.35 0.00
H -15.6863 3.0045 10.7131 0.30 0.01 0.03 0.00
H -14.5187 1.9442 11.4129 0.58 -0.48 -0.26 0.00
H -14.0868 4.9514 11.0433 -0.97 0.68 0.07 0.00
H -13.4884 3.8521 9.9327 0.20 -0.40 -0.17 0.00
H -12.1500 4.9496 11.8710 0.26 -0.15 0.48 0.00
H -11.7188 3.2732 11.4404 -0.65 0.53 0.30 0.00
```
Positions in Å, forces in eV/Å.

highest occupied orbital energy (spin up / spin down)	-11.800 / -11.802	eV
molecular weight	1012.7	g/mol
multiplicity	2
net charge	+1
LUMO energy (spin up / spin down)	-6.093 / -4.243	eV
relative energy (zero: lowest compared OMol25 entry of this formula, charge and spin)	166.5	kJ/mol
total energy	-172366.4046	eV
strongest force on any atom	3.6	eV/A
orbital gap (spin up / spin down)	0.2097 / 0.2778	Eh